{"formula": "C3H4N2O", "method": "wB97M-V/def2-TZVPD", "species": ["O", "C", "N", "N", "C", "C", "H", "H", "H", "H"], "xyz": [[-1.87295, -0.56875, 1.33513], [-0.76788, -0.31177, 0.60196], [-0.11405, 0.82709, 0.75399], [0.94002, 0.77574, -0.05581], [0.82639, -0.37325, -0.89217], [-0.21869, -1.24309, -0.35156], [-2.00250, 0.16907, 1.94830], [1.41123, 1.63946, -0.27885], [1.74074, -0.73711, -1.35838], [0.05771, -0.17738, -1.70261]], "atomic_forces_ev_per_a": [[0.0439, 0.1458, 0.1636], [0.0841, -0.0549, -0.1705], [0.0975, -0.2939, -0.1151], [-0.1068, 0.1254, -0.1332], [0.1438, -0.2302, 0.0981], [-0.0196, 0.3923, 0.0952], [-0.0149, -0.1195, -0.0763], [-0.1115, -0.0574, 0.0692], [-0.1610, 0.0204, 0.1101], [0.0443, 0.0718, -0.0412]], "de_lowest_kj_mol": 425.3, "lumo_energy_ev": -0.141, "spin_multiplicity": 1}

---

{"formula": "C4H6N2S", "method": "wB97M-V/def2-TZVPD", "species": ["C", "C", "C", "C", "N", "N", "S", "H", "H", "H", "H", "H", "H"], "xyz": [[1.19528, -1.23056, -2.09833], [-0.56384, 0.48725, -0.67717], [0.07065, -0.86047, 1.13605], [1.50014, -0.27074, -1.09165], [0.98178, -1.97399, -2.95700], [-0.55021, 0.31267, 0.67922], [1.90301, -0.69122, 0.55153], [-1.09935, 1.55281, -0.73558], [-1.10500, -0.27876, -1.17290], [0.00738, -0.93270, 2.13152], [-0.19160, -1.76850, 0.54694], [1.97411, 0.67238, -1.52936], [-0.04881, 1.02984, 1.14551]], "atomic_forces_ev_per_a": [[0.3068, -0.5691, -0.3454], [-0.5876, 2.3496, 0.9250], [0.7469, -0.7992, -4.7880], [-1.2919, 2.8078, -0.1942], [-0.1256, 0.2429, 0.4026], [0.3186, -1.3930, 0.2597], [-0.0576, 0.0303, -0.2020], [1.9511, -1.9529, -1.1856], [-0.2282, -0.6221, -0.7437], [0.0856, -0.6706, 3.6927], [-0.5038, 0.6707, 0.8369], [-0.4966, -1.5022, 0.8415], [-0.1177, 1.4077, 0.5005]], "de_lowest_kj_mol": 314.5, "lumo_energy_ev": 0.293, "spin_multiplicity": 1}

---

Looking at gap between HOMO and LUMO for the records above, in order, we have 8.767 9.379 eV.